C2H10N3 | ωB97M-V/def2-TZVPD

Computed properties:
* ΔE to the lowest compared entry with this formula, charge and spin: 149.77 kJ/mol
* LUMO energy: -4.230 eV
* charge: +1
* 2S+1: 1
* E_HOMO: -14.01 eV

XYZ file:
```
15
C2H10N3 ωB97M-V/def2-TZVPD
C 2.11 -1.46 -1.07
N 1.13 -0.90 -0.04
H 2.57 -0.61 -1.51
H 1.69 -2.23 -1.82
H 2.94 -1.99 -0.61
H 0.86 -1.68 0.63
H 1.64 -0.13 0.41
H -0.58 -0.55 -0.50
N -0.81 1.27 1.41
C -1.45 1.28 0.20
N -1.39 0.14 -0.51
H -0.78 2.23 1.90
H -0.57 0.42 1.96
H -2.23 1.94 0.07
H -1.98 0.19 -1.31
```

***

CH3NO2S2 | ωB97M-V/def2-TZVPD

Computed properties:
* ΔE to the lowest compared entry with this formula, charge and spin: 390.88 kJ/mol
* LUMO energy (alpha / beta): -0.894 / -1.817 eV
* 2S+1: 1
* E_HOMO (alpha / beta): -9.06 / -8.16 eV

XYZ file:
```
9
CH3NO2S2 ωB97M-V/def2-TZVPD
C -0.43 0.25 0.45
N -3.33 -0.61 0.32
O -3.80 -1.70 0.21
O -0.74 2.35 -1.08
S -3.80 0.88 0.03
S -1.12 1.86 0.24
H 0.33 0.41 1.29
H -1.26 -0.47 0.93
H -0.20 -0.18 -0.52
```

***

C23H23FeN2O3S | ωB97M-V/def2-TZVPD

Computed properties:
* LUMO energy (alpha / beta): -2.848 / -6.811 eV
* charge: +1
* 2S+1: 5
* E_HOMO (alpha / beta): -7.88 / -11.00 eV

XYZ file:
```
53
C23H23FeN2O3S ωB97M-V/def2-TZVPD
C 1.71 -0.49 -3.05
C 0.42 0.25 -3.33
C 0.45 0.83 -4.74
C 0.18 1.34 -2.27
C -0.92 2.31 -2.65
C -1.24 3.29 -1.55
N -1.28 2.60 -0.25
C -1.89 3.17 0.87
C -1.78 2.34 1.99
C -2.40 2.71 3.19
C -3.16 3.89 3.22
C -3.27 4.70 2.08
C -2.62 4.36 0.89
S -0.87 0.91 1.62
C -0.68 1.39 -0.06
N -0.08 0.71 -0.98
H 2.57 0.16 -3.27
H 1.80 -0.82 -2.01
H 1.77 -1.37 -3.69
H -0.44 -0.45 -3.27
H 1.28 1.55 -4.84
H 0.61 0.03 -5.47
H -0.48 1.34 -5.01
H 1.13 1.92 -2.21
H -0.61 2.87 -3.53
H -1.81 1.73 -2.92
H -0.49 4.09 -1.51
H -2.22 3.74 -1.73
H -2.29 2.06 4.06
H -3.67 4.18 4.14
H -3.87 5.62 2.12
H -2.67 4.97 0.00
O 3.14 -5.61 3.64
C 2.76 -4.72 3.00
Fe 2.14 -3.61 1.79
C 3.74 -3.34 0.95
O 4.73 -3.42 0.35
C 1.88 -5.03 0.76
O 1.92 -6.07 0.24
C 0.52 -1.62 0.31
C -0.61 -2.38 0.49
C -0.76 -3.37 1.44
C 0.24 -3.76 2.39
C 0.92 -2.77 3.21
C 1.53 -1.70 2.60
C 1.67 -1.69 1.16
H 0.57 -0.94 -0.54
H -1.44 -2.20 -0.19
H -1.70 -3.94 1.45
H 0.07 -4.74 2.86
H 0.99 -2.93 4.29
H 2.02 -0.92 3.18
H 2.53 -1.13 0.77
```

***

C39H43ClP2Si2Tm | ωB97M-V/def2-TZVPD

Computed properties:
* ΔE to the lowest compared entry with this formula, charge and spin: 153.88 kJ/mol
* LUMO energy (alpha / beta): -2.719 / -3.339 eV
* charge: +1
* 2S+1: 3
* E_HOMO (alpha / beta): -9.41 / -9.59 eV

XYZ file:
```
88
C39H43ClP2Si2Tm ωB97M-V/def2-TZVPD
C -0.42 1.80 -0.83
C 1.01 1.59 -1.01
C 1.17 0.72 -2.12
H 1.85 2.10 -0.53
C -0.12 0.37 -2.62
C -1.10 1.06 -1.84
H -2.17 1.07 -2.03
H -0.88 2.52 -0.14
H 2.12 0.49 -2.59
H -0.30 -0.19 -3.53
Tm 0.06 -0.42 -0.51
Si 3.21 -4.34 0.69
C 4.33 -2.69 1.01
C 5.38 -2.78 1.95
H 5.51 -3.67 2.58
C 6.34 -1.76 2.04
H 7.23 -1.91 2.65
C 6.15 -0.54 1.37
H 6.91 0.24 1.41
C 4.98 -0.35 0.63
H 4.75 0.61 0.15
C 4.08 -1.42 0.45
H 3.23 -1.25 -0.22
C 3.34 -1.56 -3.00
C 3.87 -0.48 -3.72
H 4.80 0.01 -3.42
C 3.21 -0.09 -4.91
H 3.61 0.74 -5.48
C 2.06 -0.74 -5.37
H 1.64 -0.49 -6.34
C 1.41 -1.65 -4.52
H 0.49 -2.17 -4.82
C 1.97 -1.91 -3.25
H 1.44 -2.58 -2.55
H 2.06 -3.64 -0.03
Si 3.96 -3.17 -2.39
C 4.15 -4.29 -3.87
C 5.41 -4.27 -4.51
H 6.31 -3.96 -3.96
C 5.53 -4.56 -5.88
H 6.49 -4.37 -6.37
C 4.41 -4.99 -6.59
H 4.48 -5.09 -7.68
C 3.22 -5.26 -5.90
H 2.36 -5.65 -6.46
C 3.09 -4.95 -4.54
H 2.14 -5.18 -4.05
C 5.66 -3.35 -1.65
C 6.52 -2.28 -1.95
H 6.16 -1.46 -2.58
C 7.83 -2.24 -1.47
H 8.45 -1.36 -1.69
C 8.32 -3.31 -0.71
H 9.35 -3.29 -0.33
C 7.48 -4.40 -0.41
H 7.86 -5.21 0.23
C 6.17 -4.42 -0.89
H 5.51 -5.27 -0.63
H 3.37 -5.83 0.50
Cl 2.59 -4.66 2.61
C -1.08 -4.26 0.07
P -0.37 -2.98 1.12
C -0.64 -3.69 2.79
C -1.71 -1.70 1.10
C -2.60 -1.61 0.01
C -3.39 -0.46 -0.15
C -3.22 0.63 0.71
C -2.29 0.60 1.74
C -1.53 -0.55 1.95
P -0.11 -0.59 3.14
C -0.60 0.62 4.41
C 1.10 0.35 2.11
H -1.98 -4.67 0.54
H -0.31 -5.04 -0.02
H -1.31 -3.87 -0.92
H -0.35 -2.97 3.58
H -1.70 -3.94 2.90
H -0.01 -4.59 2.88
H -2.79 -2.49 -0.61
H -4.13 -0.40 -0.96
H -3.79 1.55 0.54
H -2.16 1.49 2.37
H 0.13 0.58 5.23
H -0.63 1.64 4.01
H -1.58 0.34 4.82
H 1.75 0.91 2.80
H 1.76 -0.34 1.54
H 0.60 1.10 1.45
```

***

- The highest 2S+1 belongs to which entry?
  C23H23FeN2O3S

***

- Number 2 is which compound?
  CH3NO2S2